Below is a 2-piece molecular cluster, C4H8N4O5 overall, with properties calculated with ωB97M-V/def2-TZVPD.

CARTESIAN COORDINATES (ANGSTROEM)
C (-1.5410, 1.7221, -0.4674)
C (-1.6430, 0.2454, -0.2337)
C (-0.3850, -0.5651, -0.6029)
C (0.7968, 0.4210, 1.2269)
N (0.7026, -0.3349, 0.2368)
N (3.3149, 0.1823, 0.3283)
N (4.1504, 1.2882, 0.3927)
N (3.7812, -0.9812, -0.1288)
O (-2.3000, 2.5673, -0.1502)
O (5.1891, 1.3212, -0.1578)
O (3.5521, 2.1225, 1.0586)
O (2.8118, -1.8428, -0.2120)
O (4.8855, -1.3515, -0.3403)
H (-0.5822, 2.2205, -1.1471)
H (-1.8151, 0.1173, 0.8896)
H (-2.4836, 0.0842, -0.9317)
H (-0.1909, -0.2716, -1.5890)
H (-0.5921, -1.7100, -0.5651)
H (0.1508, 1.2921, 1.3902)
H (1.4624, 0.2974, 2.0303)
H (1.5264, -1.0209, 0.0746)

Forces on atoms 1 to 6 (eV/Å):
3.83 2.16 -2.37
0.33 0.00 1.40
-3.32 -1.00 -0.24
-1.53 2.06 0.78
1.27 -1.26 0.83
0.11 1.27 0.75

Summary:
E_HOMO (alpha / beta): -5.91 / -9.81 eV
Kohn-Sham gap (alpha / beta): 4.8 / 6.4 eV
multiplicity: 3

***

Below is C4H8N4S in the gas phase, with properties calculated with ωB97M-V/def2-TZVPD.

CARTESIAN COORDINATES (ANGSTROEM)
C (-1.1052, -0.8574, 0.0244)
C (-0.9884, 2.4097, -0.5504)
C (2.0471, -2.3677, -0.1405)
C (-0.7523, 1.5579, 0.7006)
N (1.1211, -0.2607, 0.3567)
N (-0.2586, -1.8997, -0.2085)
N (-0.3629, 0.2261, 0.3876)
N (0.9354, -1.4688, 0.0070)
S (-2.7420, -0.8857, -0.0778)
H (-1.4774, 1.8189, -1.3176)
H (-1.6441, 3.2368, -0.2957)
H (-0.0585, 2.8092, -0.9502)
H (1.8470, -3.2646, 0.4448)
H (2.9492, -1.8711, 0.2116)
H (2.1493, -2.6518, -1.1881)
H (0.0257, 1.9995, 1.3254)
H (-1.6854, 1.4693, 1.2707)

Forces on atoms 1 to 6 (eV/Å):
0.18 0.57 0.21
0.04 -0.10 0.20
0.84 -0.52 -0.05
-0.18 0.75 -0.03
-3.64 2.16 0.36
-0.54 -0.82 -0.24

Summary:
E_HOMO: -7.99 eV
Kohn-Sham gap: 8.2 eV

***

Below is an isolated ion of composition C4H8NO and charge +1, with properties calculated with ωB97M-V/def2-TZVPD.

CARTESIAN COORDINATES (ANGSTROEM)
C (0.4942, 0.1274, -0.9822)
C (0.9980, 1.5145, -0.9900)
C (-0.4840, -0.1477, 0.1894)
C (-0.8936, -1.4385, 0.7454)
N (0.3315, 0.8327, 1.1188)
O (0.4250, 0.7593, 2.2734)
H (-0.1250, -0.1728, -1.7858)
H (1.2863, -0.5497, -1.0238)
H (1.9827, 1.7130, -1.0876)
H (0.3260, 2.2687, -1.0528)
H (-1.3432, 0.4164, 0.0605)
H (-1.6463, -1.3015, 1.5054)
H (-0.0575, -2.0189, 1.1012)
H (-1.2941, -2.0028, -0.0721)

Forces on atoms 1 to 6 (eV/Å):
-0.56 -0.14 0.30
-2.55 -3.99 2.00
2.54 1.31 0.79
0.78 -0.77 -0.13
0.28 0.83 0.42
-0.14 -0.30 -1.21

Summary:
E_HOMO (alpha / beta): -14.76 / -14.75 eV
net charge: +1
Kohn-Sham gap (alpha / beta): 8.1 / 8.1 eV

***

Below is an isolated ion of composition C4H8NO and charge +1, with properties calculated with ωB97M-V/def2-TZVPD.

CARTESIAN COORDINATES (ANGSTROEM)
C (-2.4374, -0.8123, 0.2775)
C (-0.6425, 0.7538, 0.2264)
C (0.8305, 0.8632, -0.2265)
C (2.4572, -0.9824, -0.0231)
N (-1.2848, -0.4936, -0.0352)
O (1.7818, -0.1424, 0.5546)
H (-2.9031, -1.6922, -0.2155)
H (-3.1350, -0.1920, 0.8951)
H (-0.5487, 0.8004, 1.3223)
H (-1.0607, 1.7401, -0.2079)
H (1.0626, 0.8440, -1.2762)
H (1.1722, 1.7957, 0.2143)
H (3.1603, -1.6390, 0.5086)
H (2.4552, -1.3715, -1.0859)

Forces on atoms 1 to 6 (eV/Å):
-2.56 0.24 0.12
0.97 0.40 1.15
-0.61 0.26 1.10
0.70 -2.41 -1.10
1.90 0.09 -2.25
-0.66 0.77 -1.01

Summary:
E_HOMO: -13.30 eV
net charge: +1
Kohn-Sham gap: 7.4 eV

***

| no. | molecular weight (g/mol) |
| --- | --- |
| 1 | 192.131 |
| 2 | 144.203 |
| 3 | 86.114 |
| 4 | 86.114 |